Molecular formula: C29H31CoN3O2P2
Method: DFT, wB97M-V/def2-TZVPD

Summary:
Maximum force   0.112 Eh/bohr
LUMO energy (alpha / beta)   -9.0 / -11.3 eV
Charge   +3
HOMO level (alpha / beta)   -16.5 / -16.5 eV
Spin multiplicity   5
Energy relative to the best compared isomer or geometry (same formula, charge and spin)   0.00 kJ/mol
Orbital gap (alpha / beta)   0.274 / 0.191 Eh
Total energy   -95316.5840 eV

```
68
Properties=species:S:1:pos:R:3:forces:R:3
Co -1.0024 0.4665 -2.5699 -0.466 3.752 1.135
C -2.4373 5.1062 -0.8176 -0.569 0.225 1.475
O -1.1967 4.3174 -0.8867 -0.938 -2.606 -1.922
C -1.2906 3.1867 -1.6701 0.351 1.800 1.765
O -0.6101 2.1925 -1.3829 -0.005 -0.219 -0.841
N -2.2124 3.1606 -2.6813 0.185 -0.053 -1.131
N -2.2210 1.9785 -3.4959 0.571 -0.073 0.541
H -2.3371 5.7165 0.1393 -0.072 -0.720 -1.519
H -3.3327 4.4195 -0.6986 1.107 0.845 -0.248
H -2.5177 5.7479 -1.7015 -0.053 -0.031 0.329
H -2.4612 4.0112 -3.1985 0.019 -0.304 0.633
H -1.8557 2.1355 -4.4631 -0.779 0.044 0.970
H -3.1517 1.5638 -3.4517 -0.078 0.433 -0.659
C 0.8764 -1.8738 -0.7084 -0.737 0.789 -0.840
C 1.8305 -0.7333 -0.3147 -0.587 -0.454 -0.808
P 1.7073 -0.0845 1.3971 2.248 1.271 -0.818
C 2.0929 1.6886 1.2708 -1.117 -0.426 0.315
C 2.9119 2.1532 0.2535 -0.330 1.299 -0.288
C 3.1175 3.5411 0.1290 0.091 -0.426 0.064
C 2.5108 4.4036 1.0315 -0.534 -0.320 0.990
C 1.6825 3.9249 2.0656 0.207 -0.104 0.018
C 1.4718 2.5640 2.1811 0.111 -0.353 -0.501
C 3.1341 -0.7634 2.2515 -0.756 -0.530 0.350
C 4.4559 -0.3696 2.0623 0.818 0.316 -0.740
C 5.4708 -0.8448 2.9087 -1.461 0.054 -0.215
C 5.1092 -1.7011 3.9509 -0.238 0.379 0.579
C 3.7736 -2.1177 4.1021 0.927 -0.807 0.553
C 2.8005 -1.6901 3.2260 0.687 -0.057 0.319
P -0.8406 -1.2390 -1.2112 -0.297 -3.072 4.041
C -1.7867 -2.7469 -1.6288 1.239 0.144 -0.805
C -3.1420 -2.5919 -1.7733 -1.237 0.022 -0.962
C -3.9349 -3.6309 -2.2870 0.241 0.572 0.884
C -3.3486 -4.8633 -2.5187 -0.416 -0.586 -0.481
C -1.9981 -5.0708 -2.2353 0.429 -0.245 -0.126
C -1.1899 -3.9804 -1.8943 -0.158 -0.474 0.161
C -1.6383 -0.8834 0.3927 0.567 -0.586 -0.415
C -2.3118 0.3037 0.5742 -0.679 0.203 1.006
C -2.8729 0.5717 1.8322 0.159 0.290 0.226
C -2.7603 -0.3514 2.8771 0.052 0.460 -0.009
C -2.2016 -1.5994 2.6295 0.361 -1.005 -0.237
C -1.6339 -1.8783 1.3878 -0.560 1.109 0.382
H 0.7323 -2.6230 0.0549 -0.204 -0.089 0.456
H 1.3033 -2.4279 -1.5398 0.032 0.116 -0.314
H 1.6991 0.1069 -1.0323 0.283 -0.371 0.547
H 2.8334 -1.1739 -0.4071 -0.038 0.508 0.129
H 3.3203 1.4522 -0.4406 0.462 -0.080 -0.443
H 3.7444 3.9806 -0.6479 -0.065 -0.412 0.161
H 2.6701 5.4669 1.0140 0.168 0.220 -0.363
H 1.2252 4.5996 2.7936 0.182 -0.121 -0.386
H 0.7919 2.1137 2.8887 -0.027 0.322 0.388
H 4.7082 0.1987 1.1511 0.008 0.113 0.853
H 6.4765 -0.4937 2.7872 0.337 -0.079 -0.151
H 5.8563 -1.9776 4.7120 -0.430 -0.056 -0.578
H 3.5573 -2.8264 4.9108 -0.093 0.357 -0.414
H 1.8017 -2.0544 3.2352 -0.710 -0.288 0.541
H -3.5872 -1.6122 -1.6355 -0.172 -0.047 0.320
H -5.0094 -3.4781 -2.3747 0.286 -0.075 -0.297
H -3.9583 -5.6520 -2.9956 0.452 0.307 0.670
H -1.5680 -6.0901 -2.2845 -0.249 0.840 -0.253
H -0.1143 -4.1149 -1.8305 -0.151 -0.085 0.165
H -2.4899 0.9867 -0.2486 0.268 0.136 0.139
H -3.3507 1.5384 2.0239 0.082 -0.442 -0.127
H -3.0840 -0.0860 3.8868 -0.159 -0.148 -0.440
H -2.2013 -2.4367 3.3485 -0.095 0.837 -0.117
H -1.2902 -2.8712 1.1984 0.406 -0.441 -0.188
N -0.1792 -1.6377 -4.5243 -0.927 1.463 1.270
C -0.5494 -0.8202 -3.7826 1.892 -2.711 -4.711
H 0.0022 -2.2077 -5.3340 0.158 -0.333 -0.026
```
Forces are in eV/Å.

These are the Mulliken partial charges, in e, on atoms 1 to 2: -0.112, -0.766

---

Molecular formula: C29H31N3O7S
Method: DFT, wB97M-V/def2-TZVPD

Summary:
Maximum force   0.021 Eh/bohr
LUMO energy   -0.6 eV
HOMO level   -7.7 eV
Structure (SMILES)   CCN(CC)S(=O)(=O)c1ccc(C(=O)OCCN2C(=O)c3cccc4c(N5CCOCC5)ccc(c34)C2=O)cc1
Orbital gap   0.262 Eh
Total energy   -60215.6606 eV

```
71
Properties=species:S:1:pos:R:3:forces:R:3
C -0.7983 4.1874 2.4711 0.253 0.005 -0.079
C 0.7218 4.0329 2.4541 -0.308 0.061 0.569
N 1.2735 3.5674 1.2016 0.388 -1.026 -0.121
C 0.9928 4.2945 -0.0161 -0.002 0.200 -0.553
C 1.5610 5.7092 0.0177 -0.126 -0.310 0.080
S 1.5132 1.9361 1.0633 0.011 0.323 -0.068
O 2.0679 1.4693 2.2989 -0.264 0.012 0.225
O 2.2631 1.7157 -0.1429 -0.266 0.096 -0.127
C -0.1102 1.1982 0.8523 0.508 0.236 0.175
C -0.7008 1.2226 -0.3971 -0.031 0.081 -0.131
C -1.9452 0.6455 -0.5644 -0.132 0.022 0.147
C -2.5812 0.0358 0.5153 0.209 0.110 0.013
C -3.8416 -0.7088 0.2303 -0.161 0.227 -0.351
O -4.4376 -0.6273 -0.8123 0.081 0.011 0.117
O -4.1910 -1.5114 1.2437 -0.040 0.132 0.388
C -5.0211 -2.6298 0.9346 -0.261 -0.359 -0.382
C -4.1737 -3.9115 1.1039 -0.185 0.079 0.199
N -2.7957 -3.6133 0.7494 -0.297 -0.340 -0.064
C -1.9025 -3.4211 1.7895 -0.045 -0.095 0.222
O -2.2045 -3.7066 2.9330 0.086 0.079 0.004
C -0.6093 -2.8204 1.4376 0.611 0.195 0.259
C 0.2877 -2.5351 2.4496 -0.424 -0.272 -0.290
C 1.4350 -1.8014 2.1716 0.289 0.087 -0.230
C 1.7112 -1.4003 0.8851 0.004 -0.132 0.262
C 0.8728 -1.7482 -0.1894 -0.207 -0.190 0.005
C 1.1200 -1.3381 -1.5449 -0.445 -0.213 -0.182
N 2.2881 -0.7377 -1.9009 0.071 0.181 0.071
C 2.3784 0.2500 -2.9519 0.217 -0.003 -0.382
C 3.2054 -0.2823 -4.1268 -0.327 0.208 0.047
O 4.4867 -0.6721 -3.6900 0.116 0.118 -0.022
C 4.3965 -1.6482 -2.6815 -0.030 -0.142 0.423
C 3.5987 -1.1552 -1.4599 0.408 -0.259 -0.309
C 0.1122 -1.5404 -2.4917 0.375 0.209 0.016
C -1.0559 -2.2078 -2.1816 -0.301 -0.332 0.623
C -1.2886 -2.6811 -0.8998 0.268 0.278 -0.563
C -0.3359 -2.4334 0.1090 0.064 -0.051 -0.069
C -2.5516 -3.3401 -0.5973 0.031 -0.210 -0.112
O -3.3922 -3.6190 -1.4304 -0.008 0.055 0.047
C -1.9828 0.0321 1.7728 -0.102 0.101 -0.178
C -0.7451 0.6284 1.9400 0.064 0.054 0.145
H -1.2883 3.2636 2.1722 -0.094 -0.001 0.000
H -1.1203 4.4400 3.4778 -0.074 0.045 0.086
H -1.1175 4.9837 1.8031 -0.108 0.080 -0.057
H 1.0368 3.2973 3.1952 -0.022 0.267 0.144
H 1.1919 4.9888 2.7040 0.045 -0.124 0.015
H 1.4823 3.7253 -0.8075 -0.155 0.192 -0.093
H -0.0865 4.3267 -0.2218 0.074 -0.032 -0.021
H 2.6124 5.6791 0.2890 0.127 0.035 0.018
H 1.0303 6.3287 0.7356 -0.025 0.138 0.065
H 1.4639 6.1619 -0.9655 -0.030 0.078 -0.061
H -0.1680 1.6669 -1.2224 0.011 0.015 -0.191
H -2.4344 0.6296 -1.5263 -0.004 -0.021 -0.084
H -5.3719 -2.5315 -0.0972 0.017 -0.022 0.265
H -5.8677 -2.6298 1.6228 0.094 0.023 -0.063
H -4.1658 -4.2399 2.1438 -0.026 0.004 -0.238
H -4.5589 -4.6958 0.4514 0.004 0.085 0.102
H 0.0510 -2.8512 3.4544 -0.052 0.001 0.080
H 2.0983 -1.5092 2.9703 0.059 0.063 0.082
H 2.5558 -0.7546 0.7205 0.139 0.010 -0.056
H 1.3856 0.5527 -3.2791 0.005 0.025 0.020
H 2.8871 1.1216 -2.5219 -0.058 0.016 -0.117
H 3.3607 0.4931 -4.8785 -0.082 -0.039 0.014
H 2.6909 -1.1405 -4.5881 0.024 0.077 0.012
H 5.4218 -1.8839 -2.3927 -0.062 -0.054 0.026
H 3.9139 -2.5547 -3.0817 0.047 0.058 0.057
H 3.5210 -1.9768 -0.7501 0.033 0.073 -0.002
H 4.1187 -0.3061 -1.0020 0.027 -0.067 0.093
H 0.2653 -1.2188 -3.5102 0.081 -0.005 -0.082
H -1.8044 -2.3891 -2.9382 -0.084 -0.003 -0.065
H -2.4811 -0.4441 2.6023 -0.007 -0.083 0.083
H -0.2444 0.6325 2.8950 0.005 -0.061 0.142
```
Forces are in eV/Å.

These are the Mulliken partial charges, in e, on atoms 1 to 2: -0.857, -0.728

---

Molecular formula: C29H32AlN2OSe2
Method: DFT, wB97M-V/def2-TZVPD

Summary:
Maximum force   0.016 Eh/bohr
LUMO energy   -9.1 eV
Charge   +3
HOMO level   -16.9 eV
Energy relative to the best compared isomer or geometry (same formula, charge and spin)   154.02 kJ/mol
Orbital gap   0.286 Eh
Total energy   -172887.0672 eV

```
67
Properties=species:S:1:pos:R:3:forces:R:3
Al 2.0750 -0.7748 -0.5981 0.194 -0.448 0.248
C 2.5953 0.2438 2.5479 -0.131 0.187 0.253
C 1.5600 0.5564 1.4833 0.079 -0.259 0.198
C 1.5376 1.7553 0.8570 0.067 0.209 -0.293
C 0.4965 2.1753 -0.0797 -0.015 0.274 0.062
C 0.4178 3.6656 -0.3515 0.032 -0.015 0.085
C -0.8355 1.2623 -0.0489 -0.253 -0.063 -0.020
C -0.7884 0.0888 0.8277 0.095 -0.035 -0.029
C -2.0414 -0.6863 1.1212 -0.060 0.082 -0.066
C 0.3827 -0.3143 1.3889 -0.041 0.119 0.112
H 2.3277 0.7523 3.4756 -0.025 0.030 -0.012
H 3.5898 0.5972 2.2735 -0.010 0.024 -0.001
H 2.6442 -0.8218 2.7811 -0.018 0.431 0.099
H 2.3001 2.4935 1.1025 -0.081 -0.072 -0.051
H 0.2126 4.2334 0.5562 0.026 0.004 -0.076
H -0.3261 3.9243 -1.1085 0.097 -0.023 0.060
H 1.3800 4.0020 -0.7431 -0.036 -0.005 0.002
H -1.9463 2.9007 -0.7944 -0.099 0.034 -0.054
H -2.6638 -0.1525 1.8454 -0.019 0.045 -0.051
H -1.8028 -1.6505 1.5679 -0.008 0.027 -0.011
H -2.6454 -0.8604 0.2286 0.016 0.011 0.024
H 0.3542 -1.1766 2.0459 -0.015 0.071 -0.016
Se 4.5928 -0.4331 -0.6459 -0.057 0.145 0.218
Se 5.0573 -1.8591 -2.4099 -0.009 -0.071 -0.101
C 3.3010 -2.5821 -2.7020 -0.072 0.177 0.231
C 3.2173 -3.5587 -3.6779 0.135 -0.097 -0.130
C 1.9885 -4.1178 -3.9684 0.065 -0.150 -0.133
C 0.8638 -3.6898 -3.2747 -0.061 0.030 0.016
C 1.0208 -2.7191 -2.3210 0.262 0.094 0.074
N 2.2296 -2.1633 -2.0185 -0.539 -0.020 -0.025
C 4.1715 -1.7456 0.7129 -0.125 -0.026 -0.039
C 5.0845 -2.3430 1.5464 0.141 -0.023 0.024
C 4.5967 -3.2333 2.4973 -0.020 -0.047 0.076
C 3.2325 -3.4882 2.5635 0.046 -0.086 0.022
C 2.3795 -2.8400 1.6935 0.014 -0.234 -0.328
N 2.8434 -1.9771 0.7763 0.260 -0.114 -0.243
H 4.1088 -3.8738 -4.2068 -0.036 -0.006 -0.008
H 1.9086 -4.8854 -4.7295 0.010 0.057 0.030
H -0.1147 -4.1001 -3.4799 0.012 -0.001 0.031
H 0.1729 -2.3448 -1.7604 0.011 0.038 -0.005
H 6.1418 -2.1241 1.4627 -0.054 0.000 0.023
H 5.2785 -3.7185 3.1852 -0.018 -0.008 -0.032
H 2.8298 -4.1874 3.2832 0.010 0.019 0.011
H 1.3111 -3.0122 1.7063 0.076 -0.030 0.000
C -6.4850 2.0973 0.3943 -0.031 0.050 -0.070
C -5.0208 2.0091 0.2054 0.032 -0.054 -0.016
C -4.4975 1.3895 -0.9562 -0.205 -0.015 0.001
C -3.1663 1.3137 -1.1960 0.216 -0.009 -0.026
C -2.6799 0.6725 -2.4588 0.028 0.082 0.044
C -2.1966 1.9696 -0.2535 0.140 -0.181 0.130
C 0.1676 1.2535 -1.2004 0.325 0.110 0.253
O 0.9640 0.1805 -1.4094 -0.436 -0.186 -0.672
C -2.7977 2.5206 1.0098 0.282 -0.002 -0.031
C -1.9141 3.1483 2.0413 -0.017 0.015 -0.005
C -4.1450 2.5443 1.1726 -0.180 0.044 0.122
H -6.9995 1.2271 -0.0127 0.024 -0.012 0.007
H -6.8497 2.9614 -0.1799 0.050 -0.021 0.017
H -6.7642 2.2585 1.4319 0.012 -0.006 0.029
H -5.1915 0.9616 -1.6722 0.015 0.034 0.072
H -3.4928 0.1554 -2.9641 0.006 0.025 0.017
H -1.8695 -0.0341 -2.2753 0.004 0.009 0.020
H -2.2991 1.4374 -3.1456 -0.008 -0.071 0.057
H -0.1661 1.7178 -2.1203 -0.007 0.090 0.033
H -1.6779 4.1747 1.7331 -0.030 -0.104 0.019
H -0.9695 2.6188 2.1714 -0.074 0.004 -0.005
H -2.4236 3.2186 3.0024 0.002 -0.025 -0.080
H -4.5650 2.9864 2.0712 0.008 -0.052 -0.094
```
Forces are in eV/Å.

These are the Mulliken partial charges, in e, on atoms 1 to 2: -0.085, -1.393

---

Molecular formula: C29H32AsFeNO7P2
Method: DFT, wB97M-V/def2-TZVPD

Summary:
Maximum force   0.025 Eh/bohr
LUMO energy (alpha / beta)   0.4 / 0.4 eV
HOMO level (alpha / beta)   -7.8 / -7.8 eV
Energy relative to the best compared isomer or geometry (same formula, charge and spin)   0.00 kJ/mol
Orbital gap (alpha / beta)   0.302 / 0.301 Eh
Total energy   -160224.1642 eV

```
73
Properties=species:S:1:pos:R:3:forces:R:3
Fe -0.5630 0.0322 0.7857 0.819 0.211 0.955
C 3.1329 -0.3426 -1.2188 -0.007 0.062 -0.076
C 2.1104 0.7827 -1.4293 -0.029 -0.119 0.038
O 2.4872 1.6182 -2.5128 -0.034 0.085 0.030
P 1.9897 1.7664 0.0978 -0.145 -0.047 0.121
O 3.4427 2.2182 0.5314 0.021 -0.083 -0.006
O 1.3135 3.1506 -0.2671 0.002 -0.034 0.014
O 1.3307 0.9733 1.1689 0.214 0.084 -0.646
P 0.4680 0.0091 -1.7649 0.085 0.056 -0.127
O -0.5543 1.2165 -1.1656 -0.037 -0.086 0.060
O 0.2984 -0.1250 -3.2222 0.028 0.109 -0.012
O 0.2676 -1.1018 -0.7766 -0.170 -0.067 0.182
H 4.1313 0.0871 -1.1408 -0.002 0.001 0.012
H 3.1127 -1.0160 -2.0766 -0.010 -0.014 0.009
H 2.9072 -0.9120 -0.3198 0.016 -0.022 0.002
H 1.9855 1.3138 -3.2863 0.013 -0.016 0.000
H 3.8854 2.7734 -0.1240 -0.025 0.045 0.009
H 0.4101 3.0113 -0.5923 -0.001 0.010 -0.028
H -1.3654 1.2613 -1.6939 0.005 0.061 -0.013
C 1.4043 -1.4471 2.5271 0.076 0.026 -0.028
N -0.0359 -1.4248 2.2427 -0.150 0.083 -0.180
C -0.4423 -2.7627 1.8018 0.019 -0.062 -0.004
C -0.7685 -1.0066 3.4553 -0.085 0.040 0.241
C -0.7364 0.4961 3.5531 -0.120 -0.062 -0.301
C -0.2967 1.1787 4.6747 -0.203 -0.043 0.112
C -0.2324 2.5667 4.6545 0.004 0.084 0.119
C -0.6066 3.2574 3.5136 -0.105 -0.054 -0.132
C -1.0144 2.5554 2.3790 -0.211 -0.026 0.226
C -1.0690 1.1614 2.3608 0.529 0.072 -0.325
H 1.6288 -2.2347 3.2565 -0.026 -0.003 0.001
H 1.7142 -0.4831 2.9183 0.011 -0.017 0.012
H 1.9520 -1.6451 1.6072 -0.010 0.003 0.005
H -0.1570 -3.5262 2.5363 -0.001 0.012 0.008
H 0.0370 -2.9777 0.8476 0.006 -0.014 0.018
H -1.5233 -2.7983 1.6735 0.021 -0.013 0.012
H -0.3632 -1.4779 4.3605 0.062 -0.118 -0.084
H -1.7940 -1.3596 3.3274 0.001 0.061 0.133
H -0.0002 0.6360 5.5670 0.012 -0.009 -0.012
H 0.1143 3.1062 5.5272 0.007 -0.005 -0.001
H -0.5500 4.3396 3.4954 -0.014 0.004 -0.003
H -1.2763 3.1177 1.4855 0.086 0.026 -0.032
C -5.4561 -2.6873 3.6359 0.012 -0.023 -0.023
C -5.1214 -1.3535 3.8227 0.004 0.020 -0.006
C -4.3363 -0.6954 2.8872 0.064 0.026 0.032
C -3.8826 -1.3692 1.7583 -0.089 0.035 -0.012
C -4.2240 -2.7040 1.5704 -0.019 0.030 -0.028
C -5.0072 -3.3616 2.5089 -0.012 0.011 0.032
As -2.7451 -0.4471 0.4791 -0.479 -0.388 -0.123
C -3.2778 -1.2635 -1.1853 0.093 0.094 -0.199
C -2.7623 -2.4188 -1.7517 -0.043 -0.031 0.026
C -3.1621 -2.7908 -3.0281 -0.006 -0.005 0.021
C -4.0453 -1.9886 -3.7397 0.011 0.001 0.009
C -4.5234 -0.8073 -3.1931 -0.056 0.038 0.011
C -4.1376 -0.4319 -1.9108 0.032 -0.090 -0.087
C -4.5074 0.8281 -1.2295 0.041 0.014 0.082
C -5.4203 1.7664 -1.6965 -0.001 0.016 -0.045
C -5.6951 2.8974 -0.9421 0.011 0.000 0.003
C -5.0671 3.1015 0.2803 0.004 -0.004 -0.017
C -4.1508 2.1722 0.7553 0.098 -0.002 -0.046
C -3.8655 1.0461 -0.0027 -0.329 0.039 0.040
H -6.0681 -3.2006 4.3661 -0.002 0.002 0.002
H -5.4705 -0.8216 4.6984 0.001 -0.003 0.003
H -4.0632 0.3414 3.0464 -0.003 0.000 0.013
H -3.8946 -3.2315 0.6830 -0.001 -0.006 0.003
H -5.2715 -4.3998 2.3550 0.000 -0.002 0.000
H -2.0347 -3.0132 -1.2122 0.007 -0.006 -0.011
H -2.7669 -3.6921 -3.4774 0.002 -0.001 -0.005
H -4.3431 -2.2740 -4.7401 0.000 0.001 -0.002
H -5.1811 -0.1733 -3.7746 -0.001 -0.013 -0.010
H -5.9269 1.6136 -2.6411 -0.002 0.005 0.002
H -6.4091 3.6240 -1.3079 -0.003 -0.002 0.000
H -5.2924 3.9843 0.8641 0.002 0.001 0.004
H -3.6534 2.3285 1.7036 0.017 0.020 0.018
```
Forces are in eV/Å.

These are the Mulliken partial charges, in e, on atoms 1 to 2: 0.616, -1.543